The following is a DFT calculation (wB97M-V/def2-TZVPD) of a 3-piece molecular cluster, C11H15FO9 overall in a non-equilibrium geometry.

Geometry as XYZ:
```
36
C11H15FO9, DFT wB97M-V/def2-TZVPD
C 15.05 -10.96 22.08
C 13.83 -11.65 21.45
C 14.39 -12.58 20.35
O 14.74 -13.69 21.10
C 13.96 -13.65 22.23
O 13.84 -14.58 23.01
O 13.38 -12.52 22.39
H 15.82 -11.71 22.25
H 14.86 -10.45 23.03
H 15.39 -10.04 21.61
H 13.07 -10.93 21.17
H 15.33 -12.25 19.91
H 13.65 -12.80 19.58
C 14.42 -1.21 33.77
C 13.98 -1.78 32.42
C 14.40 -3.20 32.21
O 13.21 -3.90 32.54
C 12.17 -3.03 32.62
O 11.06 -3.40 32.94
O 12.59 -1.85 32.32
H 13.89 -1.64 34.62
H 14.05 -0.19 33.72
H 15.50 -1.17 33.94
H 14.42 -1.22 31.60
H 15.17 -3.52 32.91
H 14.86 -3.40 31.24
C 17.25 -4.43 23.10
C 18.12 -3.74 24.07
O 17.16 -3.54 25.14
C 16.15 -4.51 24.98
O 15.30 -4.67 25.79
O 16.33 -5.19 23.82
F 18.48 -2.61 23.57
H 17.79 -5.13 22.46
H 16.65 -3.72 22.52
H 19.04 -4.28 24.31
```

SMILES = O=C1OC[C@@H](F)O1.C[C@H]1COC(=O)O1.C[C@H]1COC(=O)O1
net charge = 0
E_HOMO = -0.3948 hartree
Kohn-Sham gap = 11.047 eV
lowest unoccupied orbital energy = 0.0112 Ha